No. 1
DFT (wB97M-V/def2-TZVPD) results for the ion C17H17ClN with charge +1.

Atoms and positions in Å:
Cl 4.83745 -3.23000 -0.41723
C 3.28126 -2.51030 -0.46635
C 2.13150 -3.32514 -0.40142
C 0.87219 -2.71570 -0.51555
C 0.77801 -1.32732 -0.65450
N -0.60197 -0.78695 -0.75564
C 1.88985 -0.52505 -0.72007
C 3.15903 -1.11520 -0.55770
H 2.24230 -4.39344 -0.22480
H -0.02517 -3.34489 -0.43033
H -0.87926 -0.99840 -1.71252
H -1.17313 -1.45929 -0.24827
H 1.78878 0.55263 -0.84046
H 4.04921 -0.48146 -0.50068
C -2.60301 0.33724 -0.30891
C -3.18646 0.66299 -1.68728
C -2.07824 1.39844 -2.39027
C -0.90068 1.34567 -1.73676
C -1.05957 0.51796 -0.47128
C -0.38356 0.98065 0.79088
C 0.51938 2.03429 0.76057
C 1.16049 2.43962 1.93221
C 0.79898 1.85620 3.14807
C -0.14474 0.81933 3.17886
C -0.73126 0.36113 1.98953
H -2.96393 1.02894 0.46282
H -2.87002 -0.68774 0.03251
H -3.45134 -0.27278 -2.19739
H -4.11386 1.24607 -1.60938
H -2.27779 1.91450 -3.33132
H 0.07087 1.73412 -2.02830
H 0.73394 2.53091 -0.18825
H 1.88405 3.24334 1.88215
H 1.21505 2.23004 4.07460
H -0.47913 0.39133 4.13331
H -1.48920 -0.45175 2.00916

Output
**Frontier orbital gap**: 9.75 eV
**LUMO**: -2.80 eV
**HOMO**: -12.543 eV
**Net charge**: +1

Atom charges from the Löwdin analysis, given in e for atoms 1 to 4: 0.73, -0.66, -0.06, 0.00

=====

No. 2
DFT (wB97M-V/def2-TZVPD) results for a structure of composition C17H17CrN6O5S.

Atoms and positions in Å:
Cr 0.78577 0.19901 -0.78968
N -2.36378 6.95075 0.27644
C -2.09808 5.70343 -0.24033
C -3.04864 5.04096 -1.02252
C -2.78972 3.77543 -1.51079
C -1.57584 3.16311 -1.22682
C -0.61626 3.80784 -0.45321
C -0.88080 5.06854 0.03696
S -1.28854 1.56546 -1.84980
O -2.28228 1.26164 -2.84007
O 0.12985 1.50406 -2.29925
N -1.32493 0.59490 -0.55583
C -1.51864 -0.74847 -0.89623
N -0.51621 -1.25474 -1.63718
C -0.54020 -2.54019 -1.97682
C -1.58365 -3.34142 -1.57033
C -2.54668 -2.74116 -0.76428
N -2.52982 -1.46135 -0.41678
H -3.12703 7.47669 -0.10868
H -1.59813 7.49390 0.63164
H -3.99235 5.52363 -1.24516
H -3.51879 3.25939 -2.11940
H 0.32908 3.32322 -0.24408
H -0.13944 5.57757 0.64119
H 0.29484 -2.90657 -2.56215
H -1.64174 -4.38477 -1.84031
H -3.37175 -3.32933 -0.37632
O 2.40600 -0.86557 -1.33585
N 2.60141 -1.93606 -0.65239
N 1.84687 -2.04406 0.35396
O 0.95441 -1.11842 0.66504
C 1.93886 -3.20594 1.20147
C 1.05677 -3.29665 2.26182
C 1.12452 -4.41480 3.08374
C 2.05474 -5.41165 2.84132
C 2.93213 -5.29471 1.76889
C 2.88284 -4.18916 0.93773
H 0.34125 -2.50685 2.43184
H 0.44180 -4.49960 3.91872
H 2.10076 -6.27905 3.48614
H 3.66391 -6.06774 1.57597
H 3.56080 -4.08544 0.10429
C 2.73189 1.31457 0.89680
O 1.63384 1.48710 0.02725
H 3.49835 0.67628 0.44938
H 2.41023 0.86423 1.83940
H 3.17236 2.29200 1.10423

Output
**Frontier orbital gap (spin up / spin down)**: 8.08 / 8.23 eV
**Spin multiplicity**: 2
**LUMO (spin up / spin down)**: -0.23 / -0.08 eV
**HOMO (spin up / spin down)**: -8.313 / -8.305 eV
**<S²>**: 0.7580
**Net charge**: 0

Atom charges from the Löwdin analysis, given in e for atoms 1 to 4: 0.84, 0.11, -0.32, -0.03

=====

No. 3
DFT (wB97M-V/def2-TZVPD) results for the molecule C17H17N3O5.

Atoms and positions in Å:
C -0.23246 -2.25113 0.77669
C 0.54697 -1.21255 1.57057
H -0.13039 -0.50839 2.05984
H 1.18301 -1.70046 2.31487
O 1.35514 -0.39594 0.72792
C 2.52088 -0.89337 0.30450
N 2.90373 -2.10492 0.65903
C 4.05116 -2.57365 0.18929
C 4.86389 -1.87326 -0.68076
C 4.47259 -0.59331 -1.05794
C 3.29960 -0.07492 -0.54633
C 2.74725 1.26019 -0.88400
O 2.38255 1.59677 -1.98678
O 2.63296 2.01470 0.20750
C 1.89027 3.22762 0.11303
H 1.99848 3.65993 -0.88819
H 2.29248 3.89944 0.87178
C 0.41144 2.93279 0.42541
O -0.13871 3.38142 1.40266
N -0.14412 2.11388 -0.50174
C -1.36125 1.43532 -0.44320
C -1.63896 0.52106 -1.46022
C -2.81507 -0.19624 -1.44465
C -3.73590 -0.03270 -0.41088
C -3.46024 0.89250 0.59159
C -2.28803 1.62412 0.57851
H -2.08509 2.34295 1.35458
H -4.17299 1.07925 1.38143
C -4.98535 -0.84316 -0.46814
O -5.41421 -1.30976 -1.50349
N -5.62009 -1.03551 0.71575
H -5.22921 -0.74688 1.59314
H -6.45392 -1.59867 0.71892
H -3.04592 -0.90005 -2.22993
H -0.92431 0.37927 -2.25873
H 0.42649 1.87088 -1.30450
H 5.07601 0.00075 -1.72764
H 5.77818 -2.30546 -1.05220
H 4.31015 -3.56631 0.53177
H -0.84274 -1.76605 0.01822
H 0.45548 -2.94119 0.29537
H -0.87973 -2.80895 1.44697

Output
**Frontier orbital gap**: 9.25 eV
**LUMO**: 0.47 eV
**HOMO**: -8.780 eV
**Net charge**: 0

Atom charges from the Löwdin analysis, given in e for atoms 1 to 4: -0.05, -0.21, 0.12, 0.12

=====

No. 4
DFT (wB97M-V/def2-TZVPD) results for the molecule C17H17N3O5S3.

Atoms and positions in Å:
C 6.68260 2.56868 0.08782
C 5.91140 1.79691 -0.97238
H 6.32149 1.97280 -1.96819
H 4.85199 2.06978 -0.94953
O 6.02568 0.38146 -0.77542
C 5.21921 -0.16685 0.12268
O 4.40594 0.41812 0.78141
C 5.48008 -1.66417 0.20076
H 5.44401 -2.10045 -0.79638
H 6.45200 -1.85364 0.65506
S 4.23589 -2.45459 1.25569
C 2.87190 -2.09006 0.27411
N 2.87995 -1.65224 -0.95175
N 1.59654 -1.53001 -1.31743
C 0.85950 -1.89550 -0.31287
C -0.58241 -1.92827 -0.24687
C -1.22288 -2.23941 0.95394
C -2.60334 -2.25201 1.00725
C -3.32731 -1.96533 -0.13375
C -2.70619 -1.66841 -1.33246
C -1.32619 -1.64673 -1.39420
H -0.80445 -1.41449 -2.30841
H -3.31564 -1.46677 -2.19882
S -5.10853 -1.88629 -0.01520
O -5.57461 -2.83729 0.94857
O -5.66312 -1.88330 -1.33823
N -5.28963 -0.38419 0.67911
H -5.80088 -0.38495 1.54363
C -5.42056 0.78066 -0.16889
C -4.37685 1.80401 0.14235
C -4.55391 3.08770 0.55588
C -3.33751 3.77582 0.77045
C -2.25451 2.99915 0.52320
S -2.69214 1.41211 0.01828
H -1.21687 3.25451 0.60435
H -3.28013 4.79915 1.09473
H -5.52199 3.53434 0.69745
H -6.41170 1.23764 -0.07350
H -5.31236 0.41512 -1.19496
H -3.13432 -2.48947 1.91495
H -0.63459 -2.46110 1.83113
O 1.62842 -2.27127 0.74848
H 6.62791 3.63206 -0.12594
H 7.72554 2.26117 0.09447
H 6.25255 2.38559 1.06946

Output
**Frontier orbital gap**: 8.54 eV
**LUMO**: -0.13 eV
**HOMO**: -8.671 eV
**Net charge**: 0

Atom charges from the Löwdin analysis, given in e for atoms 1 to 4: -0.06, -0.20, 0.12, 0.13

=====

No. 5
DFT (wB97M-V/def2-TZVPD) results for the molecule C17H17N3S.

Atoms and positions in Å:
C -5.93146 -0.04448 0.26874
C -4.48161 0.32074 0.36920
C -3.51407 -0.67020 0.44465
C -2.16416 -0.34624 0.50923
C -1.77659 0.98951 0.53400
C -2.73774 1.97790 0.45285
C -4.07933 1.65042 0.36424
H -4.82138 2.43283 0.30272
H -2.43827 3.01544 0.47277
H -0.73472 1.24641 0.64260
N -1.22708 -1.38156 0.61645
C 0.05450 -1.41975 0.17656
S 1.12616 -2.48090 0.86094
N 0.41993 -0.64029 -0.86545
N -0.45601 -0.03154 -1.69066
C 0.16113 0.45258 -2.68881
C 1.64538 0.21136 -2.67145
H 1.95257 -0.38963 -3.52904
H 2.20473 1.14826 -2.69660
C 1.81640 -0.52803 -1.33327
C 2.62917 0.23786 -0.32168
C 2.23005 1.51336 0.06104
C 2.95439 2.21950 1.00354
C 4.08700 1.65879 1.56919
C 4.49036 0.39024 1.18980
C 3.76362 -0.31889 0.24991
H 4.06854 -1.31542 -0.03181
H 5.36981 -0.05298 1.63246
H 4.65110 2.20932 2.30742
H 2.63239 3.20768 1.29834
H 1.34611 1.95610 -0.37853
H 2.22659 -1.53510 -1.45504
H -0.36769 0.97690 -3.46131
H -1.48277 -2.16807 1.19859
H -3.80886 -1.71018 0.44884
H -6.19351 -0.23820 -0.77179
H -6.56162 0.76413 0.63069
H -6.14616 -0.94400 0.84116

Output
**Frontier orbital gap**: 8.64 eV
**LUMO**: 0.66 eV
**HOMO**: -7.981 eV
**Net charge**: 0

Atom charges from the Löwdin analysis, given in e for atoms 1 to 4: -0.05, -0.28, 0.01, -0.25